ORCA calculation (the ωB97M-V functional and the def2-TZVPD basis) on the ion C6H11N2 with charge +1 in a non-equilibrium geometry.

The gap between HOMO and LUMO comes out at 10.322 eV. The LUMO energy is -4.05 eV. As for the relative energy (zero: lowest compared OMol25 entry of this formula, charge and spin): 109.1 kcal per mole. The net charge is +1.

Geometry (Å):
C1 0.9373 2.0355 -0.8423
C2 0.3435 -0.0853 -0.6713
C3 -0.0878 -1.1387 -1.5685
C4 0.4965 1.1844 1.3852
C5 0.8535 2.2991 0.4588
C6 -0.2701 -1.2324 1.4500
N1 0.2194 -0.0430 0.5806
N2 -1.5132 -1.3960 -1.2278
H1 1.3005 2.6695 -1.6356
H2 0.0089 -0.7462 -2.6537
H3 0.5301 -2.0061 -1.4677
H4 1.4030 1.0010 1.8764
H5 -0.3315 1.3998 2.0096
H6 1.0166 3.2497 0.9782
H7 -0.0422 -2.1811 0.8863
H8 0.3626 -1.2259 2.3285
H9 -1.3883 -1.0443 1.6090
H10 -1.9962 -0.6279 -1.7070
H11 -1.8425 -2.1122 -1.7888

***

ORCA calculation (the ωB97M-V functional and the def2-TZVPD basis) on a cluster of 2 separate species, C6H11N2O in total in a non-equilibrium geometry.

The gap between HOMO and LUMO comes out at 10.179 eV. The LUMO energy is -4.06 eV. As for the relative energy (zero: lowest compared OMol25 entry of this formula, charge and spin): 66.9 kcal per mole. The net charge is +1.

Geometry (Å):
C1 -3.2940 0.0678 0.0449
C2 0.4564 -1.1177 0.4083
C3 1.7423 -1.6472 -0.0778
C4 0.0285 0.0046 -1.7975
C5 0.3369 1.4443 1.5934
C6 0.1729 0.1768 -0.3761
N1 -2.1843 -0.0169 -0.2210
N2 0.3406 1.3278 0.2039
O1 -0.3281 -1.5144 1.2146
H1 -4.3024 0.0774 0.3932
H2 1.6282 -2.3406 -0.9501
H3 2.2484 -0.7714 -0.4015
H4 2.1875 -2.1941 0.6653
H5 0.9493 0.0613 -2.3003
H6 -0.7061 0.8065 -2.0626
H7 -0.6434 -0.7922 -1.9613
H8 0.0524 2.4813 1.7937
H9 -0.4199 0.7078 2.0389
H10 1.3076 1.0993 2.1687
H11 0.4270 2.1397 -0.3767

***

Question: The highest gap between HOMO and LUMO belongs to which entry?
Answer: C6H11N2